Entry 1:
The following is a quantum chemistry calculation of the molecule C5H6O, from the OMol25 dataset.

Its largest force on an atom is 0.5 eV Å⁻¹. The calculation puts the energy above the lowest of the compared OMol25 structures with the same formula, charge and spin at 140.2 kcal per mole. The total energy is -269.1227 hartree. The charge is 0. The LUMO energy comes out at 0.773 eV.

Last column: Mulliken charge in e.
Element x y z (Å)
1 O 1.71500 0.31348 0.27097  -0.566
2 C 0.01078 0.01481 0.02679  0.372
3 C -0.70488 1.02371 0.85300  -0.459
4 C -0.29854 -0.33722 1.36411  -0.797
5 C -0.21374 -0.45163 -1.29620  -0.592
6 C -0.46221 -0.86054 -2.40340  0.149
7 H 2.21694 -0.42919 -0.11431  0.384
8 H -0.15592 1.90490 1.18742  0.158
9 H -1.72168 1.24803 0.51839  0.269
10 H 1.31249 -0.03887 1.23396  0.450
11 H -0.97112 -1.13872 1.65124  0.199
12 H -0.71109 -1.22025 -3.37820  0.433

Entry 2:
The following is a quantum chemistry calculation of the molecule C5H6O at a distorted geometry, from the OMol25 dataset.

Its largest force on an atom is 1.5 eV Å⁻¹. The calculation puts the energy above the lowest of the compared OMol25 structures with the same formula, charge and spin at 57.0 kcal per mole. Its SMILES is CCc1cc1=O. The total energy is -269.2555 hartree. The charge is 0. The LUMO energy comes out at 0.775 eV.

Last column: Mulliken charge in e.
Element x y z (Å)
1 C -1.58239 0.34966 -0.29717  -1.102
2 C -0.61756 -0.81663 -0.03298  -0.249
3 C 0.76638 -0.30233 -0.08896  0.125
4 C 2.10626 -0.26372 -0.28635  -0.556
5 C 1.52259 0.72225 0.51664  0.481
6 O 1.66591 1.65210 1.28184  -0.629
7 H -1.44770 1.13768 0.45258  0.322
8 H -1.40787 0.79692 -1.28104  0.310
9 H -2.61693 0.00171 -0.25429  0.337
10 H -0.81952 -1.68837 -0.65850  0.321
11 H -0.72179 -1.11942 1.01882  0.218
12 H 3.15263 -0.46987 -0.37061  0.422

Entry 3:
The following is a quantum chemistry calculation of the molecule C5H6O, from the OMol25 dataset.

Its largest force on an atom is 0.5 eV Å⁻¹. The calculation puts the energy above the lowest of the compared OMol25 structures with the same formula, charge and spin at 61.9 kcal per mole. Its SMILES is O=CCC1C=C1. The total energy is -269.2476 hartree. The charge is 0. The LUMO energy comes out at 1.006 eV.

Last column: Mulliken charge in e.
Element x y z (Å)
1 C -0.37019 -0.21618 0.98992  -0.516
2 C -0.49357 -0.69023 -0.45812  -0.293
3 C -0.08514 0.16311 -1.61842  -0.301
4 O 0.28634 2.02847 0.40845  -0.470
5 C 0.34153 1.10356 1.18454  0.006
6 C 0.70482 -0.82351 -1.34730  -0.438
7 H 0.10964 -0.97963 1.61662  0.291
8 H -1.37556 -0.07050 1.41478  0.312
9 H -1.32456 -1.39150 -0.59068  0.361
10 H -0.32785 1.04257 -2.19265  0.347
11 H 0.91906 1.20503 2.12905  0.340
12 H 1.61548 -1.37118 -1.53620  0.361

Entry 4:
The following is a quantum chemistry calculation of the molecule C5H6O, from the OMol25 dataset.

Its largest force on an atom is 0.6 eV Å⁻¹. The calculation puts the energy above the lowest of the compared OMol25 structures with the same formula, charge and spin at 61.4 kcal per mole. Its SMILES is CC#C[C@H]1CO1. The total energy is -269.2484 hartree. The charge is 0. The LUMO energy comes out at 1.010 eV.

Last column: Mulliken charge in e.
Element x y z (Å)
1 C 2.32818 0.02559 1.10589  -1.213
2 C 1.14534 -0.28111 0.30439  1.068
3 C 0.13873 -0.44857 -0.33699  -0.718
4 C -1.12416 -0.44250 -1.04805  -0.041
5 C -2.23157 0.34007 -0.48184  -0.386
6 O -1.49993 0.81678 -1.59566  -0.399
7 H 3.23258 0.06674 0.49176  0.288
8 H 2.19633 1.00469 1.57592  0.281
9 H 2.48320 -0.71150 1.89818  0.296
10 H -1.35498 -1.29265 -1.68638  0.332
11 H -2.04937 0.86177 0.45690  0.247
12 H -3.26434 0.06070 -0.68411  0.244

Entry 5:
The following is a quantum chemistry calculation of the molecule C5H6O at a distorted geometry, from the OMol25 dataset.

Its largest force on an atom is 4.0 eV Å⁻¹. The calculation puts the energy above the lowest of the compared OMol25 structures with the same formula, charge and spin at 67.6 kcal per mole. The spin multiplicity is 3. As for the expectation value of S²: 2.01. The total energy is -269.0724 hartree. The charge is 0. The LUMO energy (alpha / beta) comes out at 0.993 / -2.591 eV.

Last column: Mulliken charge in e.
Element x y z (Å)
1 C 1.58103 -0.38316 0.10699  -0.003
2 C 2.49898 0.60500 0.11442  -1.077
3 C -1.21421 0.09421 -0.01241  0.180
4 C 0.66495 -1.27372 -0.08428  0.152
5 C -2.46425 0.45737 0.06744  -0.673
6 O -0.69893 -1.19111 0.27593  -0.287
7 H 2.38167 1.35058 -0.65048  0.304
8 H 2.97111 0.71636 1.00014  0.348
9 H -0.62650 0.85216 -0.54677  0.137
10 H -2.72137 1.43586 -0.16782  0.297
11 H 0.79760 -2.27593 -0.40416  0.405
12 H -3.17007 -0.38762 0.30101  0.217

Entry 6:
The following is a quantum chemistry calculation of C5H6O2 as an isolated structure, from the OMol25 dataset.

Its largest force on an atom is 0.6 eV Å⁻¹. The calculation puts the energy above the lowest of the compared OMol25 structures with the same formula, charge and spin at 63.3 kcal per mole. The total energy is -344.5010 hartree. The charge is 0. The LUMO energy comes out at 0.815 eV.

Last column: Mulliken charge in e.
Element x y z (Å)
1 O -0.42480 0.49799 2.90885  -0.468
2 C 0.14986 0.76936 1.88224  -0.131
3 C -0.50215 0.62086 0.52501  0.268
4 O 0.21197 1.28685 -0.52752  -0.438
5 C 0.00418 0.16462 -1.38370  -0.060
6 C 0.76571 -1.02452 -0.93329  -0.652
7 C -0.54461 -0.68891 -0.26222  -0.359
8 H 1.17471 1.19321 1.87465  0.340
9 H -1.52489 1.01172 0.60501  0.310
10 H -0.33101 0.36932 -2.39507  0.385
11 H 0.65546 -1.87050 -1.61008  0.251
12 H 1.73957 -0.94567 -0.45747  0.216
13 H -1.37399 -1.38435 -0.22641  0.339

Entry 7:
The following is a quantum chemistry calculation of a 2-piece molecular cluster, C5H6O2 overall at a distorted geometry, from the OMol25 dataset.

Its largest force on an atom is 1.1 eV Å⁻¹. The calculation puts the energy above the lowest of the compared OMol25 structures with the same formula, charge and spin at 34.9 kcal per mole. Its SMILES is C=C=CC.O=C=O. The total energy is -344.5462 hartree. The charge is 0. The LUMO energy comes out at 0.625 eV.

Last column: Mulliken charge in e.
Element x y z (Å)
1 C -1.47714 -1.23652 0.02741  -0.934
2 C -0.82010 -0.14231 0.81800  0.075
3 O 1.39407 -0.98417 0.09329  -0.362
4 C 2.21593 -0.34088 -0.41712  0.820
5 O 3.08862 0.23506 -0.93082  -0.420
6 C -0.52122 1.04042 0.34815  0.236
7 C 0.25034 1.91481 -0.24511  -0.877
8 H -1.53432 -0.98264 -1.03611  0.308
9 H -2.48701 -1.39399 0.41113  0.323
10 H -0.92663 -2.18144 0.12915  0.285
11 H -0.49864 -0.39104 1.82914  0.297
12 H 1.20951 1.49968 -0.55587  -0.013
13 H 0.10658 2.96300 -0.47125  0.262

Entry 8:
The following is a quantum chemistry calculation of the molecule C5H6O2, from the OMol25 dataset.

Its largest force on an atom is 0.6 eV Å⁻¹. The calculation puts the energy above the lowest of the compared OMol25 structures with the same formula, charge and spin at 55.0 kcal per mole. Its SMILES is O=CCC#CCO. The total energy is -344.5143 hartree. The charge is 0. The LUMO energy comes out at 0.750 eV.

Last column: Mulliken charge in e.
Element x y z (Å)
1 O -0.12503 -2.13437 1.94870  -0.521
2 C -0.99751 -1.02758 1.85888  -0.619
3 C -0.65933 -0.12139 0.74823  0.632
4 C -0.33267 0.61092 -0.15242  -0.296
5 C 0.14741 1.38781 -1.29639  -0.541
6 C 1.17561 0.55326 -2.04924  -0.007
7 O 2.27880 0.94500 -2.32952  -0.452
8 H 0.77209 -1.79271 2.05373  0.315
9 H -1.02196 -0.45308 2.79671  0.276
10 H -1.99719 -1.44405 1.70645  0.286
11 H 0.61215 2.33225 -0.99752  0.277
12 H -0.68548 1.61292 -1.97709  0.303
13 H 0.83310 -0.46899 -2.31053  0.345

Q: Which value of charge does entry 7 give?
A: 0